ORCA calculation (the ωB97M-V functional and the def2-TZVPD basis) on a structure of composition C2H6BeO2.

CARTESIAN COORDINATES (ANGSTROEM)
C (1.8011, 0.3596, -0.8894)
C (0.4950, 0.7806, -0.2677)
O (-0.3466, -0.4071, -0.1915)
H (2.3770, 1.2691, -1.1033)
H (2.3920, -0.2612, -0.2035)
H (1.6408, -0.1777, -1.8322)
H (-0.0681, 1.4903, -0.8843)
H (0.6192, 1.1710, 0.7502)
H (-0.1390, -1.0921, 0.7921)
Be (-2.3116, -0.0784, 0.1209)
O (-1.2158, -0.3165, 0.9292)

The expectation value of S² is 0.750. Its energy above the lowest of the compared OMol25 structures with the same formula, charge and spin is 149.2 kcal/mol. The spin multiplicity is 2. As for the total charge: +1. Its LUMO energy (alpha / beta) is -5.0 / -5.5 eV. As for the HOMO energy (alpha / beta): -12.594 / -17.554 eV. The value obtained for the electronic energy is -244.52200 Eh.

---

ORCA calculation (the ωB97M-V functional and the def2-TZVPD basis) on a cluster of 4 separate species, C20H45F4N5O4PS in total.

CARTESIAN COORDINATES (ANGSTROEM)
C (-2.1050, 6.0894, 0.5670)
C (-1.8836, 5.7911, -0.9261)
P (-2.6048, 4.1680, -1.4363)
C (-3.2752, 4.5019, -3.0974)
C (-1.0931, 3.2028, -1.8037)
C (-0.5429, 2.5017, -2.8466)
S (-1.1459, 2.2935, -4.4630)
N (0.5798, 1.8615, -2.3768)
C (0.7874, 2.1228, -1.0889)
C (1.8665, 1.5884, -0.2160)
O (1.6431, 0.2124, 0.0555)
C (0.9411, -0.0785, 1.2011)
F (-0.2812, 0.5236, 1.1831)
F (1.5855, 0.3564, 2.3022)
F (0.8000, -1.3872, 1.2406)
N (-0.2222, 2.9198, -0.7791)
F (-0.3843, 3.3843, 0.4633)
H (-1.2568, 5.7768, 1.1730)
H (-2.9943, 5.5863, 0.9512)
H (-2.2440, 7.1597, 0.7171)
H (-0.8243, 5.8340, -1.1801)
H (-2.4123, 6.5324, -1.5275)
H (-4.2240, 5.0086, -2.9188)
H (-2.6326, 5.1091, -3.7318)
H (-3.5025, 3.5582, -3.5931)
H (0.0372, 2.4717, -5.0643)
H (1.1697, 1.2400, -2.9179)
H (2.8041, 1.6283, -0.7712)
H (1.9819, 2.1812, 0.6901)
C (1.7719, -4.1929, 2.8317)
C (2.1976, -5.6474, 2.9912)
C (3.0993, -6.1513, 1.8588)
O (2.4361, -6.3905, 0.6317)
C (2.2771, -5.2618, -0.1997)
N (1.0035, -6.4696, 3.1882)
H (0.9810, -4.0896, 2.0875)
H (1.3796, -3.8102, 3.7734)
H (2.6139, -3.5662, 2.5285)
H (2.7964, -5.7219, 3.9042)
H (3.5203, -7.1138, 2.1574)
H (3.9368, -5.4593, 1.6962)
H (3.1339, -4.5832, -0.1130)
H (1.3629, -4.7041, 0.0269)
H (2.2128, -5.6220, -1.2273)
H (1.2715, -7.4187, 3.4277)
H (0.5199, -6.5489, 2.2981)
C (-5.3242, 0.4559, 3.4248)
C (-6.0059, 1.6967, 2.8580)
C (-5.0581, 2.6307, 2.0973)
O (-4.1995, 3.4120, 2.9075)
C (-3.0165, 2.7719, 3.3364)
N (-6.7349, 2.3705, 3.9310)
H (-4.7419, 0.6927, 4.3157)
H (-6.0730, -0.2786, 3.7161)
H (-4.6591, -0.0050, 2.6914)
H (-6.7469, 1.3618, 2.1252)
H (-5.6627, 3.3528, 1.5421)
H (-4.4609, 2.0694, 1.3637)
H (-2.6319, 2.0949, 2.5641)
H (-3.1612, 2.2041, 4.2580)
H (-2.2765, 3.5499, 3.5277)
H (-7.3025, 3.1218, 3.5524)
H (-6.0653, 2.8244, 4.5451)
C (4.6603, -3.4654, -2.8622)
C (3.4638, -2.6395, -2.4088)
C (2.8243, -1.7727, -3.5021)
O (3.5016, -0.5637, -3.7956)
C (4.5814, -0.6814, -4.7112)
N (3.8388, -1.8487, -1.2331)
H (5.5528, -2.8483, -2.9729)
H (4.8851, -4.2298, -2.1199)
H (4.4653, -3.9614, -3.8141)
H (2.6752, -3.3340, -2.1018)
H (1.8386, -1.4600, -3.1372)
H (2.6622, -2.3539, -4.4182)
H (4.3637, -1.4309, -5.4763)
H (5.5136, -0.9460, -4.2085)
H (4.7086, 0.2868, -5.1923)
H (3.0177, -1.3368, -0.9296)
H (4.4862, -1.1270, -1.5397)

As for the total charge: +1. Its LUMO energy is -3.4 eV. As for the HOMO energy: -10.582 eV. The value obtained for the electronic energy is -2502.42791 Eh.

---

ORCA calculation (the ωB97M-V functional and the def2-TZVPD basis) on a cluster of 2 separate species, C4H12N2O2 in total.

CARTESIAN COORDINATES (ANGSTROEM)
C (-0.7981, -0.4554, 1.6793)
N (0.1048, -0.7952, 0.5641)
C (1.4413, -0.6505, 0.7539)
O (1.9015, -0.1841, 1.7865)
C (-0.3755, -1.1253, -0.7374)
C (-1.6019, -0.3513, -1.4296)
N (-1.0272, 0.6759, -2.2686)
H (-1.5025, 0.2512, 1.2295)
H (-0.1912, -0.0455, 2.5019)
H (-1.2632, -1.4383, 1.9299)
H (2.1130, -0.7674, -0.2025)
H (0.4341, -0.8562, -1.4015)
H (-0.7702, -2.1801, -0.8328)
H (-2.0605, -1.1200, -2.0415)
H (-2.4487, -0.1140, -0.7914)
H (-1.6554, 1.2373, -2.8368)
H (-0.7382, 1.4628, -1.6783)
O (2.5712, 2.3896, 1.0370)
H (3.3004, 2.6516, 1.6093)
H (2.5663, 1.4151, 1.1290)

Its energy above the lowest of the compared OMol25 structures with the same formula, charge and spin is 52.3 kcal/mol. As for the SMILES: CN(C=O)CCN.O. Its LUMO energy is 0.8 eV. As for the HOMO energy: -9.327 eV. The value obtained for the electronic energy is -419.56520 Eh.